Record 1
A molecular structure, C3H3O4P at a distorted geometry, computed with wB97M-V/def2-TZVPD.

E_LUMO: -0.0285 hartree
total charge: 0
energy above the lowest of the compared OMol25 structures with the same formula, charge and spin: 297.27 kJ/mol
multiplicity: 1

Element x y z (Å)
P (0.590, 0.800, 0.511)
O (2.500, -0.150, -0.332)
O (1.130, 1.424, 1.709)
O (-2.886, 0.460, -0.230)
O (-0.709, -1.855, 0.065)
C (-1.503, 0.420, -0.172)
C (-0.668, 1.442, -0.600)
C (-0.623, -0.693, 0.305)
H (2.617, -0.908, 0.292)
H (-3.134, -0.514, -0.335)
H (2.685, -0.427, -1.214)

Record 2
A molecular structure, C6H8N at a distorted geometry, computed with wB97M-V/def2-TZVPD.

E_LUMO: -0.1405 hartree
total charge: +1
energy above the lowest of the compared OMol25 structures with the same formula, charge and spin: 807.84 kJ/mol
multiplicity: 1

Element x y z (Å)
N (0.334, -0.281, -0.239)
C (-0.341, 0.672, 0.529)
C (-0.884, -0.134, 1.748)
C (-1.724, 1.439, -0.532)
C (-1.902, 0.317, 1.150)
C (-2.729, 1.069, 0.202)
C (1.319, -1.149, 0.443)
H (-1.317, 2.052, -1.388)
H (-0.199, -1.146, -0.592)
H (0.898, 0.065, -1.079)
H (0.259, 1.547, 0.971)
H (0.659, -1.930, 0.997)
H (2.068, -1.659, -0.233)
H (-3.786, 1.372, 0.306)
H (2.016, -0.596, 1.169)

Record 3
5 unconnected molecules or ions with the total composition H11NO4 at a distorted geometry, computed with wB97M-V/def2-TZVPD.

E_LUMO (alpha / beta): 0.1345 / 0.1314 hartree
<S²>: 0.751
total charge: -1
energy above the lowest of the compared OMol25 structures with the same formula, charge and spin: 48.63 kJ/mol
multiplicity: 2

Element x y z (Å)
O (1.047, 1.167, -0.846)
O (1.457, 0.425, 1.816)
O (-1.965, 0.817, 1.645)
O (1.310, -3.739, 0.857)
N (-1.329, 0.620, -2.149)
H (1.139, 2.150, -1.053)
H (-1.986, 1.349, -2.354)
H (-2.107, 1.830, 1.900)
H (-1.015, 0.121, -2.966)
H (0.132, 0.873, -1.285)
H (1.831, -0.434, 1.583)
H (-1.879, 0.038, -1.482)
H (-1.021, 0.725, 1.744)
H (1.986, -3.663, 0.169)
H (1.030, 0.713, 0.991)
H (1.370, -2.990, 1.429)

Record 4
8 unconnected molecules or ions with the total composition C29H62F5N8O7S2 at a distorted geometry, computed with wB97M-V/def2-TZVPD.

E_LUMO: -0.1218 hartree
total charge: +1
multiplicity: 1

Element x y z (Å)
S (-5.715, 0.144, -2.249)
S (-2.869, -0.952, -1.554)
F (-6.340, 5.929, 2.226)
F (-4.884, 5.226, 0.453)
F (-4.079, 7.249, 2.778)
F (-3.998, 5.361, 4.236)
F (-5.450, 3.706, 2.316)
O (5.598, -8.468, 6.318)
O (-0.773, 0.935, -9.247)
O (1.171, -1.152, -6.174)
O (1.767, 2.724, -9.511)
O (-0.709, 6.992, -0.043)
O (-0.243, 0.656, 6.458)
O (4.399, -5.229, 4.084)
N (3.735, -3.294, -1.392)
N (-0.238, 1.135, -1.271)
N (2.399, -5.198, -0.534)
N (-0.333, 0.898, 1.178)
N (-1.077, -1.478, 4.068)
N (3.288, -3.728, 1.241)
N (-5.329, -1.087, 0.200)
N (-5.925, -2.476, 2.333)
C (0.347, 6.722, -0.946)
C (-0.027, 0.434, 2.594)
C (-2.428, -0.099, -3.169)
C (0.167, 0.021, 7.655)
C (4.219, -2.570, 1.513)
C (2.945, -0.300, 0.571)
C (3.352, -1.198, 1.881)
C (0.367, 0.384, -0.092)
C (5.575, -8.539, 7.731)
C (-4.701, -0.654, -1.128)
C (3.865, -6.515, 4.336)
C (-0.530, -1.147, 2.697)
C (-1.310, 2.126, -0.852)
C (-0.706, 1.526, -10.532)
C (-2.375, 5.492, 2.165)
C (-6.393, -0.352, 1.032)
C (2.753, 2.822, -8.499)
C (1.548, -0.797, -0.180)
C (0.032, 1.053, -2.757)
C (-5.105, 5.107, 1.940)
C (-5.088, -2.317, 1.052)
C (-0.801, -0.160, -3.510)
C (-6.795, -1.222, 2.391)
C (-3.866, 5.754, 2.808)
C (-2.429, 2.813, 1.661)
C (0.553, -0.407, -7.207)
C (3.162, -4.065, -0.226)
C (-1.735, 4.005, 2.574)
C (-1.361, 1.934, 0.780)
H (-0.353, 2.074, -3.239)
H (2.446, -1.508, 2.553)
H (2.375, -5.352, -1.566)
H (-0.560, 1.543, 6.699)
H (0.313, 1.878, -10.708)
H (1.170, 0.979, -3.032)
H (-1.424, -1.235, 1.914)
H (-0.724, 0.052, -4.681)
H (-3.169, 3.343, 0.897)
H (0.529, -0.982, 7.419)
H (0.880, 0.634, -7.138)
H (0.971, 0.598, 8.117)
H (0.868, 7.651, -1.187)
H (4.262, -7.225, 3.606)
H (-6.910, 0.676, 0.801)
H (2.325, 3.309, -7.619)
H (-3.085, 2.166, 2.410)
H (1.155, -1.836, 0.236)
H (-3.079, -0.585, -4.027)
H (3.166, -3.443, -2.263)
H (-2.008, 3.829, 3.703)
H (-0.567, 1.128, 3.392)
H (-0.683, -0.052, 8.339)
H (-1.651, 6.299, 2.653)
H (2.307, -3.517, 1.596)
H (-1.313, 7.612, -0.486)
H (-4.301, -3.154, 0.758)
H (-0.532, -0.454, -7.092)
H (1.157, 0.463, 2.698)
H (6.215, -9.359, 8.066)
H (1.046, 6.025, -0.477)
H (2.775, -6.478, 4.269)
H (-1.941, 2.843, -1.556)
H (3.774, -2.264, -1.227)
H (0.846, -0.815, -8.177)
H (3.109, 1.822, -8.239)
H (-1.689, 0.633, -9.119)
H (4.126, -4.977, 3.186)
H (5.925, -7.593, 8.151)
H (5.052, -2.396, 0.710)
H (4.155, -6.830, 5.342)
H (6.519, -8.304, 6.055)
H (-0.057, 6.272, -1.856)
H (-0.653, -0.851, 4.803)
H (3.588, 3.418, -8.873)
H (-7.570, -0.946, 3.250)
H (4.549, -8.723, 8.061)
H (1.801, -0.961, -1.313)
H (-0.969, 0.784, -11.290)
H (-2.700, 1.062, -3.168)
H (4.795, -2.840, 2.523)
H (3.850, -0.168, -0.159)
H (-0.332, -1.229, -3.325)
H (0.863, -2.070, -6.260)
H (-1.395, 2.373, -10.581)
H (2.699, 0.793, 0.982)
H (-2.121, -1.283, 4.023)
H (0.311, -1.888, 2.316)
H (-2.331, 5.658, 0.996)
H (-0.548, 3.999, 2.518)
H (1.039, 2.190, -9.151)
H (4.069, -0.538, 2.570)

Record 5
A molecular structure, C32H52AsF6N8O at a distorted geometry, computed with wB97M-V/def2-TZVPD.

E_LUMO: -0.2349 hartree
total charge: +3
multiplicity: 1

Element x y z (Å)
As (9.990, 20.303, 13.193)
F (10.091, 21.972, 12.782)
F (9.044, 19.860, 11.801)
F (8.565, 20.555, 14.083)
F (9.862, 18.499, 13.734)
F (11.570, 20.032, 12.474)
F (10.885, 20.543, 14.718)
O (9.135, 12.394, 14.878)
N (7.265, 15.426, 15.946)
N (8.487, 10.032, 7.086)
N (11.493, 19.977, 19.190)
N (11.298, 22.510, 8.157)
N (9.408, 22.931, 9.287)
N (7.396, 8.468, 6.059)
N (8.176, 7.398, 16.080)
N (9.781, 8.555, 15.197)
C (6.369, 14.492, 15.255)
C (7.751, 8.709, 16.056)
C (12.317, 20.961, 19.970)
C (8.807, 9.444, 15.517)
C (9.472, 12.902, 13.640)
C (9.319, 11.251, 7.412)
C (7.663, 17.513, 17.075)
C (12.513, 22.713, 7.267)
C (7.704, 9.390, 7.989)
C (9.786, 18.264, 19.156)
C (9.923, 18.122, 17.773)
C (7.472, 6.281, 16.742)
C (6.844, 16.607, 16.511)
C (6.953, 7.498, 5.040)
C (8.174, 25.052, 9.551)
C (7.330, 6.039, 5.416)
C (8.542, 15.071, 15.985)
C (9.027, 17.178, 17.122)
C (11.550, 19.894, 17.848)
C (8.241, 23.610, 9.974)
C (10.599, 19.164, 19.825)
C (10.811, 18.980, 17.074)
C (11.154, 8.870, 14.624)
C (11.756, 10.109, 15.272)
C (8.294, 9.472, 5.873)
C (10.812, 21.319, 8.596)
C (6.983, 8.447, 7.356)
C (9.395, 7.338, 15.633)
C (9.643, 21.545, 9.288)
C (10.443, 23.398, 8.613)
C (9.434, 15.933, 16.603)
C (8.375, 12.736, 12.597)
H (10.871, 19.073, 16.053)
H (13.389, 20.790, 19.717)
H (12.178, 23.315, 6.447)
H (7.522, 7.936, 4.184)
H (7.580, 9.810, 8.977)
H (7.342, 22.988, 9.725)
H (7.400, 13.256, 12.791)
H (5.864, 7.573, 4.869)
H (10.507, 15.654, 16.611)
H (11.941, 21.935, 19.820)
H (8.136, 5.782, 17.465)
H (12.226, 20.611, 17.401)
H (8.843, 14.066, 15.601)
H (12.828, 10.183, 15.059)
H (7.265, 18.453, 17.429)
H (10.579, 19.241, 20.909)
H (9.399, 11.445, 8.461)
H (10.617, 24.476, 8.501)
H (9.177, 17.624, 19.752)
H (5.682, 14.985, 14.606)
H (7.919, 5.914, 6.331)
H (6.658, 6.765, 17.218)
H (12.757, 21.744, 6.881)
H (6.140, 7.795, 7.599)
H (7.004, 13.770, 14.691)
H (11.212, 20.373, 8.204)
H (8.913, 12.168, 6.864)
H (8.166, 11.611, 12.528)
H (10.284, 11.022, 7.049)
H (8.943, 9.650, 4.999)
H (11.645, 9.989, 16.354)
H (13.398, 23.136, 7.777)
H (10.364, 12.278, 13.223)
H (7.002, 5.479, 16.171)
H (12.166, 20.757, 21.036)
H (5.748, 16.772, 16.453)
H (7.983, 5.714, 4.592)
H (8.625, 13.043, 11.601)
H (8.879, 10.524, 15.182)
H (5.877, 13.823, 15.939)
H (6.797, 9.010, 16.371)
H (8.891, 20.836, 9.650)
H (9.727, 14.071, 13.690)
H (7.337, 25.550, 9.991)
H (6.505, 5.345, 5.414)
H (9.965, 6.443, 15.418)
H (11.705, 8.017, 14.966)
H (9.143, 25.487, 9.805)
H (11.136, 9.142, 13.567)
H (8.488, 23.599, 11.017)
H (8.082, 25.182, 8.482)
H (11.201, 11.038, 14.957)

Record 6
A molecular structure, C22H11F5MnN3O10STe at a distorted geometry, computed with wB97M-V/def2-TZVPD.

E_LUMO (alpha / beta): 0.0964 / 0.0653 hartree
<S²>: 6.072
total charge: -2
energy above the lowest of the compared OMol25 structures with the same formula, charge and spin: 143.96 kJ/mol
multiplicity: 5

Element x y z (Å)
Te (1.602, -2.425, -0.832)
Mn (-0.055, -0.023, -0.113)
S (-0.195, 6.604, 0.038)
F (0.439, -2.693, -2.588)
F (0.764, -4.151, -0.498)
F (3.736, -1.909, -0.528)
F (2.732, -3.812, -1.904)
F (2.032, -2.811, 1.088)
O (-0.065, -1.733, -0.120)
O (4.643, 0.551, 1.180)
O (-1.963, 0.166, -0.266)
O (1.427, -0.203, 4.557)
O (1.866, 0.028, -0.104)
O (4.306, -0.223, 4.000)
O (-3.722, 0.081, -1.637)
O (-2.256, 0.152, -6.645)
O (-0.086, 0.646, -6.968)
O (0.094, 0.054, 1.789)
N (-0.237, 0.007, -2.084)
N (0.011, 2.040, -0.141)
N (-3.628, 7.161, -2.918)
C (-2.378, 7.052, -3.336)
C (2.296, -0.056, 1.112)
C (-1.555, 6.806, -1.123)
C (-1.820, -0.026, -3.880)
C (0.760, -0.027, -2.965)
C (3.623, 0.130, 1.684)
C (1.939, -0.183, 3.450)
C (-1.500, -0.026, -2.534)
C (0.527, 0.019, -4.330)
C (0.737, 4.182, -0.945)
C (-1.300, 6.874, -2.484)
C (1.316, -0.112, 2.131)
C (-0.794, 2.677, 0.732)
C (-2.863, 6.902, -0.672)
C (0.768, 2.804, -0.952)
C (-2.531, 0.052, -1.412)
C (3.427, -0.142, 3.173)
C (-0.109, 4.827, -0.046)
C (-0.779, 0.049, -4.794)
C (-3.859, 7.077, -1.619)
C (-0.883, 4.047, 0.811)
C (-1.081, 0.298, -6.341)
H (1.768, -0.059, -2.564)
H (-2.233, 7.120, -4.405)
H (1.357, 4.744, -1.625)
H (-3.093, 6.849, 0.380)
H (-2.852, -0.061, -4.198)
H (-1.377, 2.038, 1.384)
H (-0.293, 6.801, -2.862)
H (-1.547, 4.508, 1.525)
H (1.433, 2.280, -1.626)
H (-4.897, 7.161, -1.322)
H (1.345, 0.045, -5.032)

Record 7
A gas-phase ion, C4H9N3 (charge +2) at a distorted geometry, computed with wB97M-V/def2-TZVPD.

E_LUMO: -0.3877 hartree
total charge: +2
SMILES: CC1=[NH+]CNC=[NH+]1
energy above the lowest of the compared OMol25 structures with the same formula, charge and spin: 125.17 kJ/mol
multiplicity: 1

Element x y z (Å)
N (-1.381, 0.010, -0.036)
N (1.116, -0.235, 0.050)
N (-0.309, -0.940, 1.782)
C (0.004, 0.728, -2.095)
C (1.053, -0.376, 1.518)
C (-0.194, 0.282, -0.732)
C (-1.335, -0.721, 1.125)
H (1.842, -1.034, 1.965)
H (1.034, 0.459, -2.329)
H (-0.566, -1.518, 2.510)
H (-2.258, -1.254, 1.306)
H (-2.326, 0.159, -0.413)
H (1.133, 0.551, 2.139)
H (-0.609, 0.350, -2.853)
H (2.026, -0.294, -0.442)
H (0.003, 1.907, -2.115)

Record 8
A molecular structure, C44H58N3O2S2Sr, computed with wB97M-V/def2-TZVPD.

E_LUMO: 0.0398 hartree
total charge: -1
energy above the lowest of the compared OMol25 structures with the same formula, charge and spin: 0.00 kJ/mol
multiplicity: 1

Element x y z (Å)
Sr (2.300, -0.217, 0.606)
S (5.047, -0.378, 1.621)
S (1.621, 2.069, -1.217)
O (1.545, 1.839, 1.999)
O (1.243, -2.406, 1.084)
N (-0.136, -0.146, 1.490)
N (4.164, -0.824, -1.357)
N (1.042, -0.933, -2.069)
C (-0.837, -1.339, 1.466)
C (5.055, 0.289, -1.121)
C (-0.012, -2.502, 1.326)
C (-1.250, 3.744, 0.925)
C (-4.450, 2.086, -0.393)
C (3.458, -0.785, -2.641)
C (-2.123, 2.702, 0.381)
C (6.737, 2.476, -0.686)
C (0.800, 1.482, -2.642)
C (-0.036, -1.893, -1.810)
C (-2.788, 3.102, -1.966)
C (5.486, 1.091, -2.177)
C (-4.958, -3.573, 0.719)
C (6.314, 2.181, -1.974)
C (-2.035, -3.814, 1.582)
C (0.208, 6.021, 1.788)
C (-0.670, -3.782, 1.423)
C (-2.226, -1.446, 1.659)
C (-0.506, 0.733, -5.043)
C (1.258, -5.040, 2.414)
C (0.165, -5.061, 1.335)
C (-0.563, 1.043, 1.242)
C (0.590, 0.128, -2.958)
C (0.817, -5.180, -0.052)
C (-0.042, -0.218, -4.152)
C (0.865, 4.651, 1.971)
C (-3.853, 4.479, -0.176)
C (0.430, 2.130, 1.575)
C (5.488, 0.566, 0.197)
C (6.331, 1.677, 0.368)
C (-1.800, 1.418, 0.579)
C (-4.617, -3.641, 3.199)
C (2.198, -1.640, -2.636)
C (4.871, -2.101, -1.197)
C (-3.299, 3.091, -0.517)
C (-0.317, 2.077, -4.739)
C (0.325, 2.432, -3.570)
C (2.194, 4.659, 1.200)
C (-5.068, -1.487, 2.054)
C (-0.679, -6.322, 1.560)
C (-2.849, -2.666, 1.709)
C (1.137, 4.456, 3.471)
C (-4.353, -2.832, 1.920)
C (-0.039, 3.530, 1.469)
H (-4.193, -3.128, 4.064)
H (-0.895, -1.374, -1.384)
H (-0.364, -2.424, -2.713)
H (1.767, 5.271, 3.835)
H (-5.282, 2.400, -1.027)
H (4.117, -1.122, -3.456)
H (1.649, 3.515, 3.662)
H (-4.132, 4.551, 0.879)
H (-4.158, 1.087, -0.715)
H (1.402, -6.102, -0.117)
H (-4.807, -2.997, -0.197)
H (-5.692, -3.766, 3.360)
H (2.023, 4.757, 0.127)
H (-2.434, 2.114, -2.264)
H (3.167, 0.245, -2.848)
H (-4.805, 2.023, 0.638)
H (-2.380, 0.623, 0.131)
H (-1.447, -6.446, 0.792)
H (1.983, -1.967, -3.665)
H (-0.739, 6.096, 2.328)
H (2.352, -2.546, -2.044)
H (0.202, 4.471, 4.037)
H (0.316, -2.630, -1.095)
H (7.378, 3.329, -0.499)
H (0.050, -5.204, -0.831)
H (0.804, -4.996, 3.407)
H (5.416, -2.094, -0.257)
H (2.758, 3.743, 1.362)
H (-2.797, -0.546, 1.839)
H (-4.746, 4.666, -0.776)
H (-4.929, -0.868, 1.166)
H (-1.164, -6.309, 2.539)
H (6.614, 2.794, -2.814)
H (6.652, 1.901, 1.377)
H (5.160, 0.873, -3.185)
H (0.878, 6.788, 2.181)
H (-4.168, -4.634, 3.145)
H (0.487, 3.476, -3.332)
H (1.915, -4.181, 2.288)
H (1.851, -5.956, 2.353)
H (-2.525, -4.777, 1.631)
H (-6.032, -3.721, 0.862)
H (1.483, -4.337, -0.231)
H (-3.141, 5.274, -0.401)
H (4.163, -2.930, -1.166)
H (5.567, -2.261, -2.032)
H (-3.583, 3.412, -2.651)
H (-1.591, 4.764, 0.830)
H (2.800, 5.502, 1.545)
H (-0.669, 2.848, -5.416)
H (-0.176, -1.265, -4.395)
H (-1.948, 3.790, -2.076)
H (-0.027, -7.197, 1.516)
H (-0.998, 0.431, -5.959)
H (-4.498, -4.552, 0.576)
H (-4.712, -0.926, 2.922)
H (-6.140, -1.655, 2.184)
H (0.031, 6.246, 0.733)

Record 9
2 unconnected molecules or ions with the total composition C3H9O2 at a distorted geometry, computed with wB97M-V/def2-TZVPD.

E_LUMO: 0.1636 hartree
total charge: -1
energy above the lowest of the compared OMol25 structures with the same formula, charge and spin: 57.93 kJ/mol
multiplicity: 1

Element x y z (Å)
O (1.759, -1.009, 0.115)
O (-0.458, -0.203, 0.922)
C (-1.528, 0.220, 0.183)
C (-1.760, 1.724, 0.355)
C (1.894, -0.831, -1.255)
H (2.123, -1.792, -1.740)
H (-0.932, 2.281, -0.116)
H (0.964, -0.490, -1.729)
H (2.658, -0.089, -1.515)
H (-1.655, 1.918, 1.416)
H (-2.632, 2.137, -0.125)
H (0.871, -0.529, 0.430)
H (-2.451, -0.289, 0.536)
H (-1.384, -0.035, -0.883)

Record 10
2 unconnected molecules or ions with the total composition C7H19BClNO6P at a distorted geometry, computed with wB97M-V/def2-TZVPD.

E_LUMO: 0.0817 hartree
total charge: -1
multiplicity: 1

Element x y z (Å)
Cl (-5.995, -3.697, 1.185)
P (-0.994, -0.333, -0.297)
O (-6.697, -4.952, 1.009)
O (-3.708, -0.735, 0.626)
O (-6.103, -3.274, 2.568)
O (2.555, 2.132, -2.509)
O (-6.583, -2.691, 0.326)
O (-4.599, -3.872, 0.842)
N (2.889, 0.517, -0.805)
C (4.226, 0.613, -0.157)
C (2.425, 3.149, -0.304)
C (1.815, 0.075, 0.134)
C (2.618, 1.897, -1.297)
C (4.804, -0.799, 0.341)
C (-3.453, 1.664, -0.393)
C (0.802, -0.859, -0.724)
B (-2.826, 0.220, 0.016)
H (-4.593, 1.603, -0.311)
H (-0.644, -0.253, 1.103)
H (-1.455, -1.630, -0.784)
H (-0.848, 0.769, -1.239)
H (-3.008, 2.506, 0.223)
H (2.315, 2.690, 0.741)
H (1.173, 0.911, 0.557)
H (4.952, 0.971, -0.973)
H (4.362, -1.667, -0.245)
H (-3.230, 1.920, -1.489)
H (5.930, -0.826, 0.420)
H (1.424, 3.608, -0.562)
H (3.295, 3.868, -0.328)
H (4.411, -0.928, 1.412)
H (4.295, 1.419, 0.660)
H (-3.577, -0.789, 1.592)
H (2.171, -0.566, 0.994)
H (0.926, -0.696, -1.850)
H (0.924, -1.964, -0.485)